ORCA calculation (the ωB97M-V functional and the def2-TZVPD basis) on a 2-piece molecular cluster, C4H13NOS overall in a non-equilibrium geometry.

CARTESIAN COORDINATES (ANGSTROEM)
C: 1.8244 -1.1288 1.3125
N: 0.4137 -0.7635 1.2343
C: -0.5356 -1.7084 0.7082
C: -1.2745 -1.2377 -0.5615
C: -1.5959 0.2548 -0.5256
S: -2.6875 0.6470 0.8955
H: 2.0464 -1.8574 0.5376
H: 2.1154 -1.5459 2.2864
H: 2.4469 -0.2536 1.1203
H: 0.1288 -0.2638 2.0599
H: -1.2421 -2.0156 1.4779
H: 0.0051 -2.6227 0.4619
H: -2.2317 -1.7511 -0.5754
H: -0.6774 -1.4466 -1.4425
H: -2.0649 0.6278 -1.4212
H: -0.6681 0.7822 -0.3183
H: -3.4122 1.5848 0.2781
O: 2.3061 3.9890 -2.7438
H: 2.3970 4.9349 -2.8843
H: 2.7060 3.7746 -1.8999

LUMO level	0.8	eV
frontier orbital gap	9.241	eV

---

ORCA calculation (the ωB97M-V functional and the def2-TZVPD basis) on C24H14IIrNO4 as an isolated structure in a non-equilibrium geometry.

CARTESIAN COORDINATES (ANGSTROEM)
Ir: 0.0648 0.1210 0.2221
I: 2.7419 0.3323 -0.2854
C: 2.8460 -1.8438 -0.0970
C: 4.0860 -2.4205 -0.1771
C: 4.1794 -3.8179 -0.1444
C: 3.0386 -4.5768 -0.0614
C: 1.7571 -3.9812 -0.0117
C: 0.5887 -4.7608 0.0585
C: -0.6467 -4.1523 0.0761
C: -0.7638 -2.7597 0.0356
C: 0.3462 -1.9171 -0.0029
C: 1.6288 -2.5491 -0.0391
H: 4.9686 -1.7979 -0.2392
H: 5.1523 -4.2940 -0.1753
H: 3.1084 -5.6590 -0.0322
H: 0.6770 -5.8422 0.0810
H: -1.5400 -4.7670 0.1222
H: -1.7568 -2.3261 0.0553
O: -3.1197 6.3437 0.4494
C: -1.8759 6.2952 0.5038
O: -1.0385 7.2158 0.6250
C: -1.2670 4.8701 0.4054
C: 0.0735 4.6437 0.7118
C: 0.5743 3.3638 0.6347
N: -0.1573 2.3205 0.2328
C: -1.4404 2.5234 -0.1093
C: -2.0274 3.7799 -0.0014
C: -2.6041 0.4012 0.5761
O: -3.7482 -0.0526 0.5986
O: -1.6890 0.1869 1.4647
H: 0.6984 5.4751 1.0069
H: 1.6076 3.1434 0.8866
H: -3.0728 3.9219 -0.2386
C: -2.1420 1.2931 -0.5536
C: -2.6260 1.1569 -1.8948
C: -2.4529 2.1738 -2.8640
C: -2.8706 2.0080 -4.1702
C: -3.4572 0.8176 -4.5863
C: -3.6366 -0.1991 -3.6502
C: -3.2496 -0.0343 -2.3366
H: -1.9868 3.1047 -2.5704
H: -2.7469 2.8221 -4.8767
H: -3.7672 0.6853 -5.6166
H: -4.0909 -1.1346 -3.9601
H: -3.4188 -0.8197 -1.6135

2S+1	2
LUMO level (spin up / spin down)	3.8 / 3.8	eV
frontier orbital gap (spin up / spin down)	4.574 / 5.166	eV
total charge	-2

---

ORCA calculation (the ωB97M-V functional and the def2-TZVPD basis) on a 2-piece molecular cluster, C7H15N2S overall in a non-equilibrium geometry.

CARTESIAN COORDINATES (ANGSTROEM)
S: -1.1252 1.1343 -0.4777
C: -1.3391 -0.3868 1.8745
C: -0.7389 3.3061 1.2619
C: -2.1321 0.4064 0.8425
C: -0.0229 2.2219 0.4648
H: -0.7436 -1.1705 1.3767
H: -2.0293 -0.8688 2.5871
H: -0.6551 0.2706 2.4371
H: -1.3657 2.8641 2.0546
H: 0.0012 3.9760 1.7311
H: -1.3834 3.9048 0.5966
H: -2.8298 -0.2599 0.2997
H: -2.7331 1.1991 1.3283
H: 0.6262 1.6109 1.1211
H: 0.6191 2.6783 -0.3130
C: 2.4047 -2.8682 -1.3765
C: 1.7585 -1.9836 -0.5544
C: 0.9906 -1.6847 -2.6205
N: 1.9079 -2.6565 -2.6389
N: 0.8969 -1.2724 -1.3526
H: 3.1661 -3.6183 -1.1627
H: 1.8451 -1.8096 0.5182
H: 0.4287 -1.3030 -3.4729
H: 2.1936 -3.1689 -3.4928
H: 0.2596 -0.5212 -1.0321

LUMO level	-2.8	eV
frontier orbital gap	9.360	eV
total charge	+1

---

For the records above, the corresponding ΔE to the lowest compared entry with this formula, charge and spin values read 95.6; 21.4; 0.0 kJ/mol.
For the records above, the corresponding electronic energy values read -688.3523; -1680.7575; -783.2030 hartree.